DFT (ωB97M-V/def2-TZVPD) results for an isolated molecule of C4H8O2 in a non-equilibrium geometry.

**Frontier orbital gap**: 10.54 eV
**Charge**: 0
**SMILES string**: O[C@H]1CCOC1
**Energy relative to the best compared isomer or geometry (same formula, charge and spin)**: 1.698 eV

```
14
Properties=species:S:1:pos:R:3:forces:R:3:mulliken_charge:R:1
O 1.016701 -1.009946 -1.297033 -0.80 -0.04 -0.82 -0.579
H -1.527962 -0.377352 -1.179389 -0.13 0.03 0.13 0.327
C -1.003982 -0.213937 0.969312 -0.23 -0.11 -0.13 -0.433
H -1.087335 -1.308424 1.021243 -0.02 0.02 -0.05 0.237
H -1.801790 0.217171 1.580174 -0.04 -0.12 -0.20 0.303
O 0.217266 0.201856 1.545694 0.03 0.13 0.04 -0.391
C -0.994827 0.279437 -0.490162 0.04 -0.19 -0.02 -0.642
C 1.176672 0.451476 0.533899 0.11 0.00 -0.23 -0.529
H 0.602286 -1.786440 -0.883670 -0.07 0.67 0.03 0.338
H 1.852371 -0.379783 0.363641 0.92 0.15 1.36 0.320
H 1.677117 1.389149 0.798279 -0.05 -0.13 -0.46 0.325
C 0.500527 0.264837 -0.828951 0.05 -0.01 0.04 0.075
H 0.813015 0.976339 -1.606187 -0.22 -0.19 0.34 0.336
H -1.447122 1.279661 -0.559804 0.41 -0.20 -0.04 0.312
```
Positions in Å, forces in eV/Å.